Entry 1:
One molecule with the formula C11H14N4O5S3, computed with wB97M-V/def2-TZVPD.

Its spin multiplicity is 1. As for the HOMO-LUMO gap: 6.97 eV. The value obtained for the molar mass is 378.46 g/mol. For the LUMO energy, the calculation gives 0.258 eV.

```
37
Properties=species:S:1:pos:R:3:forces:R:3:lowdin_charge:R:1
O -2.966886 0.201763 5.899457 0.4 -1.1 -0.6 -0.41
N 0.275339 -0.913437 0.064314 0.3 0.7 -0.2 -0.02
N -0.009552 -2.262800 0.034700 -0.3 -2.0 0.3 -0.03
O 2.208711 -3.899563 -3.908142 0.4 1.1 0.1 0.08
O -0.914989 3.141573 2.210348 0.4 -0.5 -0.3 0.11
O -4.784326 1.144413 4.771265 0.4 -0.5 -1.8 -0.27
O -2.401806 1.330448 3.851212 -0.7 -0.8 -0.2 -0.28
S -1.376322 -0.792394 2.249489 0.0 0.1 0.2 1.05
S 0.076711 -4.840835 -0.783784 0.2 0.2 -0.5 0.99
C -0.290875 -0.207239 1.001663 0.8 0.0 -1.3 -0.56
C 0.585399 3.960055 -1.025838 -1.3 -2.8 0.3 0.06
C 0.929430 -5.095789 -2.322934 0.7 1.5 0.0 -0.33
C -1.586417 0.861074 2.839524 1.9 3.0 -2.0 -0.56
C 1.557857 -3.958737 -2.733320 -1.4 -1.9 1.4 -0.46
C -0.854663 1.793733 2.090602 -1.6 -2.4 1.2 -0.31
C 0.331280 2.606050 -0.844574 1.3 3.6 -0.9 -0.33
C 0.496842 -3.134763 -0.812452 0.2 2.8 0.6 -0.59
N 1.412513 -2.876215 -1.857577 0.4 0.3 -0.2 -0.07
N -0.102887 1.199861 1.066511 0.5 -1.5 0.3 -0.03
S -3.432686 0.222646 4.517828 -0.7 1.9 2.6 0.94
C -0.510033 1.871220 -1.836110 0.5 0.0 -1.1 -0.06
C 2.382096 -1.753575 -1.804599 -0.8 0.5 -0.9 -0.02
C 0.972742 1.892736 0.317716 -0.6 0.4 0.4 -0.11
H 2.192002 -2.975907 -4.205154 0.1 -0.3 -0.2 0.12
H -0.603883 3.503429 1.363355 -0.2 0.2 0.2 0.09
H -4.733301 1.525397 5.658428 0.4 -0.1 0.2 0.07
H 0.109495 4.481874 -1.861570 0.4 -0.1 0.3 0.06
H 1.130937 4.508329 -0.279396 0.3 0.3 0.0 0.05
H 0.961048 -5.999571 -2.899015 -0.3 -0.2 0.1 0.07
H -1.360486 1.476582 -1.340962 -0.9 -0.6 0.5 0.06
H 0.016800 1.004650 -2.287185 -0.2 0.5 0.3 0.08
H -0.888876 2.524377 -2.663678 0.5 -0.4 0.8 0.09
H 2.892337 -1.695527 -0.848447 -0.1 -0.2 0.1 0.09
H 3.147408 -1.858185 -2.599055 -0.5 -0.2 0.4 0.09
H 1.831473 -0.798780 -1.971983 0.5 -0.7 0.2 0.07
H 1.547855 2.578448 0.975013 -0.8 -0.1 -0.2 0.14
H 1.759713 1.234661 -0.025652 -0.3 -0.9 -0.1 0.12
```
Forces are in eV/Å.


Entry 2:
A 2-piece molecular cluster, C11H14NO overall, computed with wB97M-V/def2-TZVPD.

Its spin multiplicity is 1. Its net charge is +1. As for the HOMO-LUMO gap (spin up / spin down): 6.33 / 6.34 eV. The value obtained for the molar mass is 176.24 g/mol. For the LUMO energy (spin up / spin down), the calculation gives -5.239 / -5.238 eV.

```
27
Properties=species:S:1:pos:R:3:forces:R:3:lowdin_charge:R:1
C 3.228487 -1.436350 0.270229 -1.7 0.9 -0.4 0.03
C 1.974372 -1.682304 0.891579 1.6 3.4 -1.2 -0.02
C 3.268124 -0.210219 -0.492389 0.7 -1.1 -0.6 -0.03
C 1.014260 -0.639011 0.944750 1.2 -0.9 0.3 0.02
C 2.299423 0.765542 -0.543572 0.0 -1.0 1.0 0.00
C 1.220961 0.618623 0.329183 0.2 -2.0 -0.7 -0.22
C -3.011663 -0.225845 0.779022 -0.2 -0.8 -0.3 -0.09
C -2.639131 0.917671 0.250617 -1.0 4.6 0.3 -0.18
C -2.311473 -1.284984 -0.047841 -0.7 -2.4 0.8 -0.17
C -1.686180 -0.516176 -1.276174 1.1 -1.3 1.5 -0.16
C 0.330575 1.667705 0.469061 -1.3 0.6 1.5 -0.07
N -1.716060 0.870275 -0.846484 0.2 0.1 1.0 -0.04
O 0.446033 2.870307 0.037373 -0.8 0.5 0.1 0.18
H 4.052785 -2.206712 0.308824 -1.0 1.3 -0.2 0.14
H 1.885837 -2.517639 1.482349 -0.7 -2.0 1.1 0.09
H 4.033839 -0.090911 -1.217053 1.1 0.0 -0.2 0.10
H 0.177599 -0.913549 1.555268 -0.6 0.7 0.2 0.11
H 2.284370 1.628627 -1.197307 0.8 -0.2 -0.2 0.12
H -3.706359 -0.417608 1.635332 0.9 0.4 -1.1 0.13
H -2.987518 1.971747 0.594571 0.7 -2.0 -0.6 0.15
H -1.544220 -1.745696 0.628585 -0.3 0.3 -0.8 0.08
H -3.002985 -2.211051 -0.252564 1.2 1.9 -0.2 0.15
H -0.588081 -0.796498 -1.275206 -1.2 -0.2 -1.0 0.12
H -2.283336 -0.720365 -2.170462 0.6 0.1 -0.1 0.12
H -0.337600 1.694170 1.300558 -0.8 -0.6 0.3 0.15
H -1.504889 1.608304 -1.531724 -1.0 -0.5 0.7 0.15
H 1.102841 3.001956 -0.626538 1.1 0.2 -1.0 0.12
```
Forces are in eV/Å.


Entry 3:
C11H14NO2 as an isolated structure, computed with wB97M-V/def2-TZVPD.

Its spin multiplicity is 1. Its net charge is +1. As for the HOMO-LUMO gap: 8.60 eV. The value obtained for the molar mass is 192.24 g/mol. For the LUMO energy, the calculation gives -4.282 eV.

```
28
Properties=species:S:1:pos:R:3:forces:R:3:lowdin_charge:R:1
C -3.163930 -0.904531 0.037220 -0.4 -0.2 0.5 -0.05
C -3.363649 0.338098 -0.669957 2.6 -1.7 0.8 -0.01
C -1.994423 -1.153880 0.701578 3.4 0.0 0.2 -0.03
C -2.214081 1.121510 -0.878833 -0.8 0.6 -0.7 0.00
C -0.907139 -0.210545 0.572410 -0.3 -1.3 2.0 -0.18
C -0.978776 0.878287 -0.236658 -1.3 0.4 -0.9 -0.13
C 0.304475 -0.419819 1.488068 -1.9 0.8 -1.6 -0.08
C 1.818564 2.342195 0.412505 1.9 1.9 2.6 -0.20
C 1.386105 -1.045227 0.793851 -0.1 -2.1 -2.9 0.03
C 0.089401 1.924553 -0.330687 -1.1 0.5 -1.4 -0.31
C 2.302601 -2.157756 -1.237956 -1.7 -2.5 2.0 0.01
N 1.395693 -1.277123 -0.518614 1.6 0.6 3.5 0.06
O 1.421425 1.541741 -0.632947 0.9 -1.1 -2.0 0.00
O 0.495094 2.407924 0.889870 -0.3 1.6 2.0 0.00
H -3.816761 -1.775369 0.216308 -0.7 1.2 -0.7 0.12
H -4.304425 0.580952 -1.073720 -0.8 0.3 -0.6 0.09
H -1.682199 -2.131887 1.278739 -1.4 2.0 -1.1 0.16
H -2.233634 1.992089 -1.585020 -0.3 -0.8 0.9 0.14
H 0.676581 0.533153 1.833775 0.0 0.4 0.6 0.13
H -0.020661 -1.031019 2.312955 0.3 -0.2 0.6 0.14
H 2.481554 1.912337 1.196294 -0.2 -0.5 -0.6 0.13
H 2.323888 3.373695 0.263919 -1.2 -1.3 -0.8 0.17
H 2.053304 -1.519305 1.507657 0.9 -0.2 -0.9 0.16
H 2.861324 -1.708335 -1.972947 0.9 1.5 -1.8 0.07
H 3.028858 -2.645197 -0.549044 -0.9 0.1 -0.4 0.12
H 1.525656 -2.864475 -1.657120 1.6 0.1 0.1 0.14
H 0.723818 -0.857016 -1.138434 -0.7 0.5 0.4 0.15
H -0.208658 2.754950 -1.023211 0.0 -0.6 0.4 0.18
```
Forces are in eV/Å.


Entry 4:
One molecule with the formula C11H14O, computed with wB97M-V/def2-TZVPD.

Its spin multiplicity is 1. As for the HOMO-LUMO gap: 7.55 eV. The value obtained for the molar mass is 162.23 g/mol. As for the SMILES: C=c1cccc/c1=C(/C)[C@@H](C)O. For the LUMO energy, the calculation gives -0.182 eV.

```
26
Properties=species:S:1:pos:R:3:forces:R:3:lowdin_charge:R:1
C 1.617594 2.286508 -0.658025 2.1 -0.1 1.5 0.06
C 1.636870 0.984343 -0.263313 -1.3 1.3 -0.1 -0.30
C 2.649901 0.356253 0.563019 1.6 -0.6 -0.4 -0.07
C 2.836972 -0.988421 0.316533 2.0 0.1 3.9 -0.11
C 1.982036 -1.777559 -0.527459 -1.8 1.4 0.0 -0.08
C 0.791540 -1.215959 -0.927064 1.5 -4.1 -0.9 -0.07
C 0.462768 0.075561 -0.535008 -1.4 1.9 -0.4 -0.19
C -0.841991 0.402907 -0.264537 0.0 0.0 1.0 -0.11
C -1.081148 1.664719 0.594719 -0.7 -3.2 0.4 -0.02
C -2.033705 -0.623685 -0.414462 1.1 0.0 1.1 -0.43
C -2.239410 -1.436414 0.868974 0.1 -1.2 0.6 -0.05
O -3.251694 -0.003640 -0.735257 0.5 1.4 -1.4 -0.04
H 0.901680 2.648072 -1.387258 0.0 0.1 0.3 0.07
H 2.430860 2.989920 -0.184083 -1.7 -1.3 -1.4 0.11
H 3.394239 0.985404 1.186013 -1.5 -1.2 -1.0 0.14
H 3.574263 -1.504297 1.117917 -1.4 0.9 -2.5 0.14
H 2.029196 -2.830955 -0.671491 0.8 -0.6 0.0 0.09
H 0.121239 -1.972325 -1.421944 0.4 1.3 0.5 0.13
H -1.632979 2.364483 0.048885 -0.9 1.4 -0.6 0.05
H -1.670811 1.321138 1.510923 0.8 0.8 -1.1 0.11
H -0.081215 1.998907 0.773155 0.0 0.7 0.8 0.04
H -1.738467 -1.417566 -1.104251 -0.2 0.4 -0.7 0.11
H -3.115292 -2.217457 0.766161 1.9 1.4 -0.1 0.12
H -1.198805 -1.929778 0.992766 -1.9 0.4 0.4 0.11
H -2.521563 -0.841172 1.771622 0.5 -0.2 -0.7 0.08
H -3.022088 0.681023 -1.416527 -0.7 -0.9 0.8 0.12
```
Forces are in eV/Å.


Per-record E_tot, Eh: -2217.20385; -557.20032; -632.44235; -502.65880
Per-record maximum force, eV/Å: 4.03; 4.67; 3.93; 4.42
Per-record relative energy (zero: lowest compared OMol25 entry of this formula, charge and spin), kcal/mol: 0.00; 22.12; 100.86; 62.11